# 1
{
  "formula": "C3H5ErO4",
  "method": "wB97M-V/def2-TZVPD",
  "elements": ["C", "O", "C", "O", "Er", "H", "H", "H", "H", "H", "O", "C", "O"],
  "xyz": [[3.288, 0.333, -2.660], [2.339, 0.042, -1.659], [0.973, -0.203, -2.109], [0.344, -0.756, -1.053], [1.859, -1.110, 0.486], [4.243, 0.546, -2.168], [3.408, -0.523, -3.342], [2.974, 1.216, -3.239], [1.044, -0.870, -2.995], [0.556, 0.776, -2.425], [-3.048, -2.272, 0.585], [-3.251, -1.873, -0.491], [-3.545, -1.534, -1.557]],
  "forces_ev_per_a": [[0.7024, 0.2043, -0.7688], [-0.1908, -0.7054, 1.6681], [0.0694, 0.4803, -1.2588], [1.2421, -0.8045, 2.3954], [-1.6308, 1.0690, -2.9286], [-0.2453, -0.0236, -0.1611], [-0.0491, 0.2486, 0.2036], [0.0784, -0.2483, 0.2225], [-0.1195, 0.1771, 0.4112], [0.0733, -0.4260, 0.2440], [0.3839, 0.3933, -0.4237], [-0.7010, -0.5696, 0.3555], [0.3871, 0.2048, 0.0406]],
  "orbital_gap_ev": [7.12, 8.68],
  "spin_multiplicity": 5,
  "lumo_energy_ev": [-4.7, -5.6],
  "total_charge": 1
}



# 2
{
  "formula": "C18H31NO4P",
  "method": "wB97M-V/def2-TZVPD",
  "elements": ["C", "P", "C", "O", "C", "O", "O", "C", "O", "C", "C", "C", "C", "C", "C", "H", "H", "H", "H", "H", "H", "H", "H", "H", "H", "H", "H", "H", "C", "C", "C", "N", "C", "C", "C", "C", "C", "H", "H", "H", "H", "H", "H", "H", "H", "H", "H", "H", "H", "H", "H", "H", "H", "H", "H"],
  "xyz": [[-0.568, 5.935, -1.573], [-0.471, 4.100, -1.371], [-1.969, 3.505, -2.293], [0.919, 3.505, -2.181], [2.049, 3.714, -1.494], [2.156, 4.607, -0.677], [3.115, 2.908, -1.767], [3.018, 1.655, -1.102], [3.670, 1.713, 0.144], [2.875, 1.431, 1.230], [3.360, 0.515, 2.149], [2.634, 0.220, 3.274], [1.405, 0.801, 3.540], [0.923, 1.701, 2.612], [1.652, 1.999, 1.488], [-1.478, 6.281, -1.073], [0.291, 6.432, -1.125], [-0.630, 6.142, -2.650], [-1.740, 2.709, -3.008], [-2.761, 3.231, -1.594], [-2.362, 4.345, -2.885], [3.574, 0.950, -1.730], [1.975, 1.320, -1.038], [4.325, 0.030, 2.033], [3.019, -0.482, 4.011], [0.852, 0.582, 4.447], [-0.032, 2.185, 2.802], [1.217, 2.735, 0.814], [-3.617, -4.054, -0.498], [-3.192, -2.588, -0.544], [-1.786, -2.292, -1.044], [-0.632, -2.942, -0.304], [-0.307, -4.270, -0.918], [0.595, -2.044, -0.432], [0.439, -1.032, 0.682], [-0.132, -1.847, 1.838], [-0.815, -3.064, 1.201], [-3.053, -4.629, 0.239], [-4.667, -4.125, -0.220], [-3.498, -4.529, -1.474], [-3.350, -2.126, 0.433], [-3.876, -2.064, -1.216], [-1.632, -1.215, -0.995], [-1.685, -2.579, -2.091], [-0.054, -4.110, -1.964], [-1.165, -4.928, -0.829], [0.543, -4.697, -0.393], [1.475, -2.667, -0.275], [0.618, -1.612, -1.432], [-0.255, -0.239, 0.397], [1.381, -0.557, 0.939], [-0.827, -1.259, 2.434], [0.658, -2.178, 2.510], [-1.865, -3.142, 1.456], [-0.322, -3.982, 1.513]],
  "forces_ev_per_a": [[0.2451, -0.6657, -1.0498], [-0.6826, -0.0947, 2.6014], [0.6105, 0.9935, -1.1699], [0.1136, -0.3924, -0.8329], [0.6571, 2.0968, 1.3850], [-0.2656, -0.9180, -0.9035], [-1.2940, -0.4518, -0.2856], [0.7974, -0.1676, -0.6436], [-0.8448, -0.1655, -0.2232], [0.5678, -0.4263, 0.4943], [0.7742, -0.2964, -0.0310], [-0.2968, -0.6008, 1.2166], [0.0441, 0.0253, -0.1048], [-0.6141, -0.1291, 0.7428], [-0.6742, 1.2678, -1.1701], [0.0439, -0.2371, -0.1022], [-0.0315, -0.1983, -0.0591], [-0.0123, 0.3877, 0.2540], [-0.0882, -0.0741, 0.3015], [0.3856, -0.2181, 0.0996], [0.0290, -0.2507, -0.0197], [-0.0152, 0.2000, 0.0893], [0.0839, 0.1969, 0.2576], [-0.0677, 0.2155, -0.2919], [0.1611, 0.0581, -0.2187], [0.1064, -0.0331, -0.0855], [0.1385, 0.0694, -0.2261], [0.2140, -0.0525, -0.0041], [0.0669, 0.0362, -0.0317], [-0.1594, -0.2473, 0.2008], [-0.3367, 0.2973, -0.0062], [0.5743, -0.1423, -0.0752], [-0.1882, 0.0590, 0.0749], [-0.1501, 0.1869, 0.1154], [-0.1720, 0.0685, -0.0981], [-0.0755, 0.0112, 0.2069], [0.0373, 0.0493, 0.2034], [-0.0248, -0.0362, -0.0160], [0.0100, -0.0080, -0.0263], [-0.0124, -0.0340, 0.0214], [0.0384, 0.0352, -0.0241], [0.1586, 0.1060, -0.0595], [0.0984, -0.0347, 0.0703], [0.1074, -0.1031, 0.0548], [-0.0264, -0.0342, 0.0018], [0.0119, -0.0044, -0.0586], [-0.0116, 0.0159, -0.0042], [-0.0570, -0.0632, -0.0428], [0.0086, -0.1536, -0.0523], [0.0583, 0.0157, -0.0436], [0.0200, -0.0596, -0.0433], [0.0052, -0.0118, -0.0165], [0.0102, 0.0182, -0.0358], [-0.0221, -0.0527, -0.1845], [-0.0547, -0.0533, -0.1516]],
  "orbital_gap_ev": 8.13,
  "spin_multiplicity": 1,
  "lumo_energy_ev": -2.5,
  "total_charge": 1
}



# 3
{
  "formula": "C17H16I2NO5Rh",
  "method": "wB97M-V/def2-TZVPD",
  "elements": ["Rh", "O", "C", "O", "C", "C", "C", "C", "C", "O", "C", "C", "O", "O", "H", "H", "H", "H", "H", "H", "H", "H", "I", "C", "I", "H", "H", "C", "C", "C", "C", "C", "C", "C", "C", "N", "H", "H", "H", "H", "H", "H"],
  "xyz": [[-0.685, 0.396, -0.614], [2.427, -1.991, 0.776], [1.417, -1.325, 0.873], [1.179, -0.268, 0.135], [0.365, -1.665, 1.929], [-0.251, -0.398, 2.526], [-1.027, -0.712, 3.804], [-2.280, -1.430, 3.241], [-2.010, -1.390, 1.738], [-1.332, -0.107, 1.592], [-0.910, -2.383, 1.356], [-0.852, -2.625, -0.152], [-0.517, -3.700, -0.599], [-1.214, -1.604, -0.898], [0.879, -2.263, 2.678], [0.425, 0.449, 2.581], [-1.300, 0.205, 4.324], [-0.441, -1.330, 4.482], [-3.191, -0.887, 3.487], [-2.385, -2.454, 3.597], [-2.888, -1.416, 1.100], [-1.074, -3.362, 1.803], [-0.086, 2.974, 0.396], [-2.175, 3.125, 0.776], [-3.315, 1.682, -0.281], [-2.500, 4.107, 0.459], [-2.331, 2.962, 1.834], [-0.881, 0.638, -2.895], [0.517, 0.849, -2.854], [1.416, -0.246, -2.704], [2.774, -0.043, -2.667], [3.286, 1.249, -2.795], [2.422, 2.350, -2.960], [1.070, 2.160, -2.981], [4.705, 1.473, -2.764], [5.837, 1.673, -2.747], [-1.247, -0.366, -3.079], [-1.526, 1.450, -3.207], [1.010, -1.243, -2.585], [3.446, -0.877, -2.522], [2.843, 3.341, -3.072], [0.401, 3.002, -3.111]],
  "forces_ev_per_a": [[0.6433, -1.5461, 0.9631], [-0.1523, 0.0946, 0.0390], [0.1145, 0.0745, -0.0927], [0.1145, 0.3892, -0.2233], [0.0249, -0.0141, -0.0690], [-0.0788, -0.0063, 0.0188], [0.0179, -0.0368, -0.0267], [0.0373, -0.0343, -0.0089], [0.0360, 0.0520, 0.0736], [-0.1125, 0.0820, 0.2022], [0.0335, -0.1064, -0.0478], [-0.1590, 0.2775, -0.2291], [-0.0436, 0.0719, 0.1106], [-0.0260, -0.2795, -0.4609], [-0.1424, -0.0777, 0.0266], [-0.0253, 0.0586, -0.0605], [0.0248, -0.0015, 0.0091], [-0.0154, -0.0021, 0.0096], [-0.0046, -0.0073, -0.0122], [-0.0040, 0.0080, 0.0132], [0.0010, 0.0543, -0.0539], [0.1141, 0.0607, 0.1635], [0.0426, 0.5754, 0.1175], [0.0462, 0.0451, 0.0822], [-0.3518, 0.2823, -0.0468], [-0.0265, 0.0112, 0.0393], [-0.0136, -0.0023, -0.0038], [0.2548, 0.0577, -0.9624], [-0.5105, -0.0814, 0.0922], [0.1481, -0.1322, -0.0327], [-0.0554, -0.0896, -0.0224], [0.1765, 0.0596, -0.0001], [-0.0576, 0.0450, 0.0179], [0.1392, 0.0865, 0.0710], [-0.1683, -0.0211, -0.0039], [0.0114, 0.0040, 0.0020], [-0.0376, -0.0143, 0.1732], [0.0351, 0.0766, 0.1207], [-0.0127, 0.0023, 0.0017], [-0.0130, 0.0014, 0.0157], [0.0040, -0.0065, -0.0048], [-0.0090, -0.0112, -0.0006]],
  "orbital_gap_ev": [6.45, 6.54],
  "spin_multiplicity": 5,
  "lumo_energy_ev": [-1.3, -2.5]
}



# 4
{
  "formula": "C6H13BrN",
  "method": "wB97M-V/def2-TZVPD",
  "elements": ["C", "C", "Br", "N", "C", "C", "C", "C", "H", "H", "H", "H", "H", "H", "H", "H", "H", "H", "H", "H", "H"],
  "xyz": [[0.279, 2.454, 0.920], [0.222, 1.278, 1.482], [0.139, 0.763, 3.249], [0.153, -0.109, 0.603], [1.522, -0.118, -0.050], [1.748, -1.373, -0.854], [-0.997, -0.256, -0.218], [-2.319, -0.007, 0.553], [0.579, 3.296, 1.679], [0.615, 2.744, -0.122], [0.033, -0.878, 1.353], [1.374, 0.772, -0.840], [2.393, -0.197, 0.731], [0.898, -1.592, -1.563], [2.690, -1.281, -1.405], [1.908, -2.152, -0.191], [-0.801, 0.209, -1.193], [-1.051, -1.308, -0.514], [-2.470, -0.559, 1.430], [-2.567, 1.044, 0.756], [-3.122, -0.263, -0.119]],
  "forces_ev_per_a": [[2.7747, 2.7221, 0.7637], [-1.0157, -2.6866, -1.4649], [-0.0104, 0.3089, 0.5736], [2.1370, 1.0637, 4.2322], [0.2653, 0.2394, -1.6441], [-0.9780, 0.9293, -1.9383], [-1.9372, -0.9662, -1.2665], [0.0301, 2.0093, -2.2236], [-1.2062, -1.4606, -1.4704], [-1.1545, -0.8257, 1.1306], [0.7860, 1.4952, -1.1956], [1.2085, -1.5657, 2.2555], [-1.9686, 1.4641, -1.1964], [1.1067, 0.0832, 0.6219], [-0.3225, 0.1487, -0.1223], [0.0160, -1.9495, 1.1849], [-0.6219, 0.7097, 0.4682], [0.2336, -0.0878, 0.1713], [0.2811, -1.0254, 1.2991], [0.6508, -0.1314, 0.1512], [-0.2750, -0.4747, -0.3300]],
  "orbital_gap_ev": 11.15,
  "spin_multiplicity": 1,
  "lumo_energy_ev": -3.1,
  "smiles": "C=C(Br)[NH+](CC)CC",
  "total_charge": 1
}



# 5
{
  "formula": "C26H51Cl3EuN2O6PSi",
  "method": "wB97M-V/def2-TZVPD",
  "elements": ["C", "C", "H", "H", "H", "C", "C", "H", "H", "H", "H", "Eu", "Cl", "Cl", "H", "H", "C", "C", "N", "H", "C", "O", "H", "H", "H", "H", "H", "H", "C", "C", "N", "H", "C", "O", "H", "H", "H", "H", "O", "C", "C", "C", "H", "C", "H", "C", "H", "C", "C", "H", "H", "H", "Si", "Cl", "C", "C", "C", "H", "H", "H", "H", "H", "H", "H", "H", "H", "C", "C", "O", "P", "O", "C", "C", "O", "C", "C", "H", "H", "H", "H", "H", "H", "H", "H", "H", "H", "H", "H", "H", "H", "H"],
  "xyz": [[-1.638, -2.148, -3.952], [-1.162, -3.059, -2.842], [-1.753, -2.711, -4.887], [-0.925, -1.321, -4.130], [-2.612, -1.709, -3.701], [-0.599, -4.257, -3.062], [-0.358, -4.856, -4.409], [-0.279, -4.879, -2.226], [-0.323, -4.116, -5.223], [-1.140, -5.587, -4.673], [0.596, -5.410, -4.407], [0.150, 0.859, -1.207], [-2.279, 1.079, -0.080], [1.541, 1.291, -3.525], [0.831, 5.235, 3.190], [-1.363, 6.009, 2.214], [1.150, 4.910, 2.189], [-1.029, 5.641, 1.239], [-0.035, 4.582, 1.397], [1.796, 4.033, 2.268], [-0.135, 3.475, 0.654], [0.739, 2.577, 0.537], [-1.890, 5.230, 0.702], [-1.107, 3.369, 0.131], [1.700, 5.748, 1.734], [-0.631, 6.490, 0.667], [1.446, -1.897, -3.509], [2.425, -4.023, -2.151], [2.468, -1.516, -3.361], [3.328, -3.403, -2.076], [2.987, -1.985, -2.094], [2.452, -0.405, -3.335], [3.050, -1.230, -0.977], [2.369, -0.216, -0.715], [3.861, -3.648, -1.150], [3.814, -1.611, -0.263], [3.112, -1.880, -4.167], [3.953, -3.642, -2.943], [-0.245, -1.451, -1.419], [-1.175, -2.459, -1.442], [0.271, -3.941, 0.118], [-0.974, -3.488, -0.303], [1.160, -3.499, -0.326], [0.366, -4.970, 1.064], [-2.197, -2.042, -1.323], [-2.132, -4.000, 0.297], [1.350, -5.360, 1.331], [-0.790, -5.514, 1.619], [-2.046, -5.021, 1.243], [-3.093, -3.614, -0.026], [-0.713, -6.325, 2.343], [-2.961, -5.453, 1.667], [-0.533, 3.957, -4.615], [-1.219, 2.011, -5.117], [1.304, 4.367, -4.513], [-1.685, 4.258, -3.175], [-0.951, 5.141, -6.038], [1.872, 3.657, -3.898], [1.440, 5.383, -4.118], [1.744, 4.363, -5.519], [-0.240, 5.043, -6.873], [-0.875, 6.177, -5.659], [-1.964, 4.989, -6.439], [-1.631, 3.445, -2.439], [-2.709, 4.274, -3.582], [-1.489, 5.217, -2.699], [-1.564, 1.994, 4.264], [-0.953, 0.943, 3.384], [-0.941, -0.292, 4.165], [-0.639, -1.760, 3.460], [-0.406, -2.731, 4.764], [-0.530, -2.298, 6.165], [0.503, -1.300, 6.601], [0.888, -1.615, 2.832], [2.058, -2.146, 3.504], [3.068, -2.505, 2.452], [-2.622, 1.799, 4.424], [-1.490, 2.967, 3.774], [-1.063, 2.063, 5.230], [-1.547, 0.807, 2.461], [0.076, 1.199, 3.092], [-1.552, -1.924, 6.318], [-0.418, -3.238, 6.713], [0.253, -0.319, 6.187], [0.506, -1.241, 7.690], [1.511, -1.588, 6.279], [2.434, -1.369, 4.196], [1.783, -3.039, 4.080], [3.436, -1.610, 1.947], [3.921, -3.008, 2.922], [2.636, -3.213, 1.729]],
  "forces_ev_per_a": [[0.1564, -0.0923, 0.0023], [0.7487, -0.7327, 0.0771], [-0.0287, 0.2760, 0.2043], [-0.2972, -0.2890, 0.1152], [0.1924, -0.0212, 0.0050], [-0.3275, 0.4737, -0.1539], [0.0936, -0.3973, -0.5139], [-0.1364, 0.2480, -0.0400], [0.0692, -0.2413, 0.3189], [0.1945, 0.1247, 0.0689], [-0.2733, 0.1867, -0.0834], [0.5758, -3.5063, -0.0052], [0.5094, 0.2220, -0.5545], [-1.0751, 1.2781, 0.8615], [0.0635, -0.1970, -0.2487], [0.0832, -0.1382, -0.0799], [-0.0679, 0.0434, 0.0472], [-0.2393, -0.1379, -0.0877], [0.2896, -0.1080, -0.3021], [-0.1331, 0.1735, -0.0583], [0.1904, -0.1489, 0.0167], [-0.7903, 0.5579, -0.2725], [0.1153, 0.1549, 0.1297], [0.3545, 0.1513, 0.2472], [-0.1180, -0.3072, 0.0065], [0.0453, -0.2510, 0.1303], [0.2159, 0.1778, -0.0323], [0.0446, 0.2485, 0.1114], [-0.5635, 0.4441, 0.2124], [0.4294, 0.1232, 0.2271], [0.3025, 0.0174, 0.5810], [0.2261, -1.5819, -0.1926], [-0.5151, -0.5540, -0.3822], [0.3876, -0.1547, -0.4363], [-0.0995, -0.0380, -0.1810], [-0.6428, 0.1570, -0.0577], [0.0367, 0.0163, 0.1356], [0.0417, 0.0756, 0.1915], [1.1898, 3.0463, 0.2655], [-0.6584, -0.2403, 0.2742], [-0.1167, -0.1961, 0.0588], [-0.7693, 0.4712, -0.3393], [-0.0987, -0.0544, 0.0779], [-0.0773, 0.2866, -0.2565], [0.1340, -0.0945, 0.2753], [0.5560, -0.3980, -0.0199], [-0.2780, 0.1037, 0.0592], [-0.1224, 0.0384, -0.0310], [0.0240, -0.0360, -0.0058], [0.0117, -0.0696, 0.0962], [-0.0478, 0.1932, -0.1527], [0.4442, 0.2338, -0.1043], [-0.1738, 0.4546, -1.2802], [0.3357, 0.5553, -0.1855], [0.3077, -0.6893, 0.6138], [0.1729, 0.0634, 0.0564], [-0.5523, -0.1519, 0.0248], [-0.1119, 0.4803, -0.2040], [-0.2169, -0.1015, -0.0141], [-0.2530, -0.1045, 0.1651], [-0.1820, -0.0603, 0.3137], [-0.0434, -0.3441, -0.1318], [0.2494, 0.1375, 0.1157], [-0.1028, 0.2102, -0.0360], [0.3154, -0.0776, 0.1611], [-0.0229, 0.0743, 0.1899], [-0.1025, 0.3985, -0.0367], [-0.0482, -0.9757, -0.0799], [0.5551, 0.0883, 0.0233], [-0.4301, -0.2039, -1.0585], [-0.1016, 1.2353, 0.6043], [-0.2098, -0.8643, -0.6735], [0.1896, 0.4151, -0.0736], [0.0035, -0.2766, 0.9148], [-0.4359, 0.4188, 0.0451], [0.3710, -0.2824, -0.1178], [-0.0416, -0.0943, 0.0948], [0.0197, 0.0924, -0.0337], [0.0242, -0.0694, -0.0393], [0.2780, -0.0417, 0.3994], [-0.1538, -0.1271, 0.1218], [0.2592, -0.0277, -0.0242], [-0.0985, 0.1584, -0.0186], [0.2578, -0.1464, 0.1413], [-0.0218, 0.0371, 0.0208], [-0.2301, 0.0048, 0.0565], [-0.0142, -0.3965, -0.2462], [0.0039, 0.2832, -0.0642], [-0.0834, -0.0831, -0.0903], [-0.0117, 0.1057, -0.0212], [0.0499, 0.3675, 0.1611]],
  "orbital_gap_ev": [6.15, 8.14],
  "spin_multiplicity": 7,
  "lumo_energy_ev": [-1.9, 0.1]
}



# 6
{
  "formula": "C2H6NO2P",
  "method": "wB97M-V/def2-TZVPD",
  "elements": ["C", "N", "C", "O", "P", "O", "H", "H", "H", "H", "H", "H"],
  "xyz": [[-1.386, -0.008, -0.320], [-0.028, 0.441, -0.172], [0.316, 0.796, 1.177], [0.836, -0.838, -0.506], [1.788, -0.759, -1.820], [2.479, -2.033, -1.792], [-1.525, -0.371, -1.336], [-1.650, -0.804, 0.387], [-2.035, 0.851, -0.160], [1.379, 1.020, 1.224], [-0.247, 1.697, 1.420], [0.073, 0.007, 1.899]],
  "forces_ev_per_a": [[-0.1445, -0.3849, -0.1160], [1.4345, -1.2615, -1.3813], [0.2930, -0.2582, 0.2638], [-1.3654, 1.7676, 0.8869], [-0.8207, 0.8590, 0.5690], [0.7547, -0.9159, -0.3772], [-0.1004, 0.0512, 0.0492], [-0.0012, 0.0074, 0.0092], [-0.0114, 0.0626, 0.0249], [-0.0349, 0.0432, 0.0728], [-0.0155, 0.0201, -0.0108], [0.0119, 0.0094, 0.0096]],
  "orbital_gap_ev": 10.17,
  "spin_multiplicity": 1,
  "lumo_energy_ev": 0.2,
  "smiles": "CN(C)OP=O"
}